#w
Entry from the Open Molecules 2025 dataset: C47H41N6O3S2SbTeW as an isolated structure (the ωB97M-V functional and the def2-TZVPD basis).

Last column: Mulliken charge in e.
CARTESIAN COORDINATES (ANGSTROEM)
W: 0.324 -1.875 0.421  0.91
C: 1.680 -2.415 2.422  0.53
C: 2.440 -2.763 1.286  -0.01
C: 1.743 -3.803 0.588  0.98
C: 0.526 -4.063 1.294  0.89
C: 0.474 -3.191 2.414  0.43
C: -0.528 -3.220 3.520  -1.72
C: -0.395 -5.202 1.008  -1.71
C: 2.351 -4.723 -0.420  -1.23
C: 3.820 -2.262 0.993  -1.43
C: 2.140 -1.590 3.578  -1.61
H: -0.565 -2.270 4.050  0.38
H: -0.249 -3.993 4.240  0.34
H: -1.525 -3.451 3.149  0.42
H: -0.583 -5.302 -0.061  0.37
H: -1.348 -5.078 1.518  0.40
H: 0.066 -6.127 1.360  0.36
H: 1.594 -5.327 -0.913  0.38
H: 3.034 -5.393 0.111  0.36
H: 2.920 -4.202 -1.183  0.38
H: 4.248 -2.775 0.134  0.64
H: 4.470 -2.452 1.848  0.41
H: 3.844 -1.191 0.794  0.21
H: 1.361 -0.945 3.979  0.32
H: 3.010 -0.982 3.343  0.56
H: 2.426 -2.280 4.377  0.39
N: 1.572 -0.563 -0.630  0.29
C: 2.045 0.369 -1.152  1.01
C: 2.532 1.508 -1.710  -0.04
C: 2.336 2.710 -0.979  -0.15
N: 2.130 3.684 -0.398  -0.59
C: 3.094 1.484 -3.013  -0.16
N: 3.552 1.462 -4.069  -0.55
Te: 0.142 -2.871 -2.154  0.20
C: 1.900 -2.412 -3.245  0.64
C: 1.698 -2.402 -4.624  -0.84
C: 2.754 -2.150 -5.485  -0.66
C: 4.023 -1.899 -4.982  -0.60
C: 4.226 -1.904 -3.612  -0.58
C: 3.170 -2.159 -2.748  0.09
H: 0.711 -2.580 -5.037  0.34
H: 2.580 -2.137 -6.553  0.41
H: 4.842 -1.677 -5.651  0.38
H: 5.206 -1.683 -3.209  0.40
H: 3.346 -2.139 -1.684  0.19
O: 4.127 3.586 5.920  -0.66
S: 3.163 3.984 6.926  1.18
O: 3.387 5.273 7.532  -0.66
O: 2.746 2.922 7.827  -0.68
C: 1.612 4.184 5.960  0.02
N: 0.705 5.086 6.327  -0.48
C: -0.426 5.107 5.637  -0.34
C: -0.696 4.228 4.595  -0.74
C: 0.321 3.335 4.299  0.00
N: 1.469 3.326 4.962  -0.32
C: 0.241 2.271 3.285  0.91
C: -0.931 1.598 2.969  -1.00
C: -0.870 0.476 2.175  -0.96
N: 0.279 0.010 1.652  0.72
C: 1.401 0.725 1.886  -1.12
C: 1.425 1.829 2.692  -0.60
H: -1.155 5.856 5.928  0.42
H: -1.627 4.264 4.045  0.55
H: -1.887 1.900 3.371  0.53
H: -1.759 -0.095 1.961  0.43
H: 2.308 0.361 1.431  0.56
H: 2.355 2.334 2.918  0.75
S: -1.743 -2.320 0.555  -0.20
Sb: -1.765 0.520 -1.526  0.93
C: -3.340 -0.772 -2.202  0.56
C: -3.086 -1.651 -3.256  -0.77
C: -4.055 -2.543 -3.695  -0.89
C: -5.300 -2.571 -3.084  -0.51
C: -5.573 -1.691 -2.047  -0.73
C: -4.602 -0.799 -1.612  -0.34
C: -2.936 1.974 -0.455  0.62
C: -3.652 1.614 0.688  -0.45
C: -4.308 2.567 1.455  -0.89
C: -4.240 3.907 1.101  -0.61
C: -3.525 4.281 -0.028  -0.73
C: -2.881 3.321 -0.800  -0.50
C: -1.437 1.628 -3.323  0.51
C: -0.378 2.536 -3.317  -0.84
C: -0.066 3.267 -4.454  -0.73
C: -0.806 3.088 -5.614  -0.56
C: -1.860 2.186 -5.629  -0.67
C: -2.176 1.459 -4.488  -0.61
H: -2.127 -1.633 -3.759  0.90
H: -3.837 -3.211 -4.519  0.42
H: -6.058 -3.265 -3.424  0.39
H: -6.549 -1.689 -1.578  0.42
H: -4.854 -0.106 -0.821  0.35
H: -3.713 0.574 0.993  0.42
H: -4.870 2.261 2.329  0.44
H: -4.745 4.655 1.699  0.43
H: -3.466 5.323 -0.314  0.44
H: -2.335 3.640 -1.680  0.40
H: 0.215 2.684 -2.421  0.81
H: 0.759 3.967 -4.434  0.46
H: -0.561 3.651 -6.506  0.40
H: -2.443 2.048 -6.531  0.41
H: -3.011 0.770 -4.513  0.45

Properties
- Molar mass: 1235.2 g/mol
- E_LUMO: -3.116 eV
- Spin multiplicity: 1



#x
Entry from the Open Molecules 2025 dataset: C47H41N6O3S2SbTeW as an isolated structure (the ωB97M-V functional and the def2-TZVPD basis).

Last column: Mulliken charge in e.
CARTESIAN COORDINATES (ANGSTROEM)
W: 1.464 -0.264 1.052  0.39
C: 1.192 -1.302 3.333  0.54
C: 1.613 0.032 3.517  0.19
C: 2.903 0.173 2.921  1.02
C: 3.251 -1.085 2.332  1.06
C: 2.171 -1.984 2.550  0.49
C: 2.169 -3.451 2.267  -1.88
C: 4.609 -1.442 1.824  -1.79
C: 3.890 1.250 3.229  -1.32
C: 0.950 1.038 4.402  -1.64
C: 0.096 -1.998 4.067  -1.64
H: 1.158 -3.855 2.259  0.41
H: 2.728 -3.965 3.053  0.36
H: 2.640 -3.676 1.313  0.41
H: 5.016 -0.655 1.189  0.37
H: 4.588 -2.368 1.255  0.42
H: 5.278 -1.575 2.679  0.35
H: 4.755 1.186 2.575  0.38
H: 4.222 1.098 4.261  0.39
H: 3.481 2.257 3.148  0.36
H: 1.547 1.943 4.492  0.58
H: 0.826 0.612 5.400  0.43
H: -0.042 1.326 4.046  0.24
H: -0.466 -2.699 3.453  0.36
H: -0.609 -1.314 4.534  0.54
H: 0.575 -2.580 4.861  0.37
N: 0.136 1.324 1.146  0.49
C: -0.787 2.022 0.950  0.98
C: -1.881 2.786 0.693  0.13
C: -3.069 2.086 0.337  -0.14
N: -4.010 1.511 0.005  -0.58
C: -1.775 4.205 0.673  -0.24
N: -1.685 5.352 0.669  -0.54
Te: 3.063 1.717 0.032  0.37
C: 2.569 3.574 0.895  0.56
C: 3.123 4.653 0.209  -0.96
C: 2.861 5.952 0.619  -0.67
C: 2.040 6.188 1.711  -0.63
C: 1.496 5.118 2.402  -0.55
C: 1.760 3.815 2.000  0.11
H: 3.754 4.493 -0.657  0.36
H: 3.292 6.780 0.072  0.41
H: 1.819 7.202 2.015  0.39
H: 0.851 5.295 3.253  0.40
H: 1.324 2.998 2.552  0.31
O: -5.685 -2.755 5.095  -0.67
S: -6.150 -4.015 4.544  1.19
O: -7.567 -4.262 4.649  -0.66
O: -5.290 -5.154 4.828  -0.68
C: -5.837 -3.824 2.780  -0.01
N: -6.603 -4.444 1.871  -0.48
C: -6.232 -4.377 0.606  -0.28
C: -5.083 -3.718 0.175  -0.79
C: -4.384 -3.092 1.187  0.12
N: -4.750 -3.117 2.456  -0.31
C: -3.085 -2.365 1.000  0.82
C: -2.162 -2.664 0.011  -0.93
C: -0.900 -2.105 0.067  -0.95
N: -0.531 -1.231 1.020  0.77
C: -1.479 -0.860 1.915  -0.78
C: -2.731 -1.412 1.954  -0.69
H: -6.875 -4.877 -0.112  0.42
H: -4.793 -3.686 -0.865  0.52
H: -2.374 -3.369 -0.781  0.49
H: -0.138 -2.404 -0.632  0.32
H: -1.200 -0.101 2.630  0.47
H: -3.429 -1.149 2.737  0.73
S: 2.387 -1.574 -0.427  -0.26
Sb: 0.421 0.383 -2.263  0.98
C: 2.168 -0.059 -3.412  0.91
C: 3.274 0.795 -3.420  -0.83
C: 4.416 0.486 -4.148  -0.87
C: 4.479 -0.686 -4.884  -0.56
C: 3.384 -1.537 -4.902  -0.79
C: 2.243 -1.225 -4.175  -0.39
C: -0.923 -0.979 -3.251  1.03
C: -0.764 -2.364 -3.150  -0.68
C: -1.664 -3.238 -3.741  -0.76
C: -2.754 -2.739 -4.441  -0.74
C: -2.923 -1.369 -4.555  -0.72
C: -2.015 -0.496 -3.968  -0.74
C: -0.155 2.152 -3.281  0.76
C: -1.356 2.746 -2.887  -0.84
C: -1.783 3.939 -3.451  -0.79
C: -1.005 4.558 -4.418  -0.62
C: 0.187 3.976 -4.822  -0.67
C: 0.614 2.780 -4.257  -0.69
H: 3.242 1.732 -2.881  0.68
H: 5.253 1.172 -4.145  0.44
H: 5.367 -0.928 -5.453  0.40
H: 3.412 -2.447 -5.487  0.43
H: 1.402 -1.900 -4.232  0.42
H: 0.091 -2.785 -2.629  0.41
H: -1.512 -4.307 -3.659  0.45
H: -3.462 -3.416 -4.900  0.42
H: -3.765 -0.970 -5.105  0.44
H: -2.171 0.568 -4.079  0.38
H: -1.980 2.276 -2.131  0.83
H: -2.714 4.384 -3.126  0.46
H: -1.326 5.495 -4.853  0.40
H: 0.790 4.452 -5.584  0.42
H: 1.536 2.338 -4.607  0.46

Properties
- Molar mass: 1235.2 g/mol
- E_LUMO: -3.210 eV
- Spin multiplicity: 1



Which of them is most stable, and which least? Most stable: #w; least stable: #x.



#w
Entry from the Open Molecules 2025 dataset: one molecule with the formula C7H9ClO (the ωB97M-V functional and the def2-TZVPD basis).

Last column: natural (NBO) charge in e.
CARTESIAN COORDINATES (ANGSTROEM)
C: -1.573 -0.340 1.634  -0.43
C: -1.681 0.071 0.388  -0.01
Cl: -3.049 0.965 -0.082  0.01
C: -0.708 -0.158 -0.711  -0.35
C: -0.697 -1.672 -1.106  -0.58
C: 0.686 0.092 -0.139  -0.12
C: 1.294 1.238 0.276  -0.28
C: 0.963 2.604 -0.258  0.40
O: 1.791 3.363 -0.600  -0.49
H: -0.544 -0.701 1.791  0.20
H: -2.215 -0.190 2.517  0.24
H: -0.822 0.425 -1.624  0.25
H: 0.196 -2.123 -0.766  0.21
H: -0.720 -1.728 -2.201  0.22
H: -1.616 -2.204 -0.657  0.22
H: 1.070 -0.746 0.440  0.19
H: 2.189 1.182 0.895  0.22
H: -0.080 2.893 -0.232  0.11

Properties
- Molar mass: 144.6 g/mol
- E_LUMO: 0.210 eV
- Spin multiplicity: 1
- SMILES: C=C(Cl)[C@H](C)/C=C\C=O



#x
Entry from the Open Molecules 2025 dataset: one molecule with the formula C7H9ClO (the ωB97M-V functional and the def2-TZVPD basis).

Last column: natural (NBO) charge in e.
CARTESIAN COORDINATES (ANGSTROEM)
O: 0.635 -0.862 -2.771  -0.69
C: 0.326 -0.536 -1.519  0.35
C: 0.209 -1.369 -0.452  -0.32
C: -0.441 -1.052 0.824  -0.24
C: 0.129 -0.423 2.101  -0.25
Cl: -0.738 -1.004 3.437  -0.02
C: -0.750 0.404 1.115  -0.23
C: -0.055 1.398 0.230  -0.40
C: 0.241 0.969 -1.260  -0.46
H: 0.527 -0.280 -3.529  0.50
H: 0.415 -2.492 -0.516  0.22
H: -1.169 -1.896 1.153  0.24
H: 1.155 -0.203 2.376  0.23
H: -1.706 0.576 1.430  0.22
H: 0.933 1.584 0.643  0.21
H: -0.634 2.306 0.223  0.22
H: -0.362 1.505 -2.061  0.20
H: 1.284 1.374 -1.423  0.22

Properties
- Molar mass: 144.6 g/mol
- E_LUMO: 0.684 eV
- Spin multiplicity: 1
- SMILES: OC1=C[C@H]2[C@H](Cl)[C@H]2CC1



Which of them is most stable, and which least? Most stable: #x; least stable: #w.



#w
Entry from the Open Molecules 2025 dataset: one molecule with the formula C11H21N (the ωB97M-V functional and the def2-TZVPD basis).

Last column: natural (NBO) charge in e.
CARTESIAN COORDINATES (ANGSTROEM)
C: 2.485 -1.663 2.189  -0.61
C: 1.903 -0.584 1.139  -0.42
C: 0.588 -0.937 0.565  -0.05
C: 0.697 -2.001 -0.503  -0.39
C: -0.687 -1.844 -1.342  -0.41
C: -1.089 -0.414 -1.110  -0.06
C: -1.266 0.587 -2.273  -0.40
C: -0.747 1.941 -2.007  -0.40
C: -0.903 2.451 -0.496  -0.40
C: -0.313 1.367 0.565  -0.04
C: -1.031 1.167 1.902  -0.67
N: 0.026 0.114 -0.279  -0.46
H: 2.479 -2.786 1.665  0.20
H: 3.426 -1.544 2.682  0.22
H: 1.735 -1.777 3.081  0.21
H: 1.746 0.370 1.601  0.21
H: 2.517 -0.419 0.123  0.22
H: -0.354 -1.353 1.261  0.16
H: 1.082 -2.999 -0.147  0.22
H: 1.479 -1.680 -1.281  0.19
H: -1.501 -2.456 -1.045  0.21
H: -0.380 -2.112 -2.358  0.21
H: -1.971 -0.271 -0.493  0.17
H: -0.670 0.278 -3.211  0.21
H: -2.452 0.778 -2.460  0.20
H: -1.340 2.827 -2.583  0.21
H: 0.264 1.957 -2.499  0.22
H: -1.975 2.475 -0.083  0.19
H: -0.418 3.366 -0.302  0.21
H: 0.692 1.961 0.798  0.19
H: -1.775 1.985 2.297  0.23
H: -1.884 0.360 1.944  0.21
H: -0.362 0.854 2.659  0.22

Properties
- Molar mass: 167.3 g/mol
- E_LUMO: 1.041 eV
- Spin multiplicity: 1
- SMILES: CC[C@@H]1CC[C@@H]2CCC[C@@H](C)N21



#x
Entry from the Open Molecules 2025 dataset: a 2-piece molecular cluster, C11H21N overall (the ωB97M-V functional and the def2-TZVPD basis).

Last column: natural (NBO) charge in e.
CARTESIAN COORDINATES (ANGSTROEM)
C: -1.120 -0.602 1.644  -0.60
C: -0.464 0.154 2.807  -0.41
C: -0.122 -0.700 4.028  -0.08
N: 1.132 -1.491 4.036  -0.59
C: 0.982 -0.329 4.941  -0.08
C: 1.823 0.902 4.694  -0.62
H: -0.486 -1.419 1.291  0.20
H: -1.210 0.070 0.803  0.21
H: -2.129 -0.970 1.877  0.21
H: 0.436 0.642 2.424  0.20
H: -1.176 0.954 3.070  0.21
H: -0.997 -1.212 4.498  0.20
H: 1.689 -1.233 3.201  0.34
H: 0.911 -0.644 5.973  0.20
H: 2.017 0.998 3.617  0.20
H: 1.302 1.805 5.037  0.22
H: 2.798 0.831 5.196  0.22
C: -2.537 0.626 -3.748  -0.65
C: -1.052 0.340 -3.770  0.01
C: -0.228 0.547 -4.799  -0.20
C: 1.200 0.137 -4.546  -0.43
C: 1.168 -0.398 -3.098  -0.40
C: -0.305 -0.271 -2.607  -0.43
H: -2.744 1.702 -3.797  0.22
H: -3.023 0.193 -4.624  0.22
H: -2.987 0.212 -2.830  0.21
H: -0.574 0.934 -5.755  0.20
H: 1.877 1.013 -4.656  0.20
H: 1.533 -0.617 -5.263  0.21
H: 1.851 0.189 -2.490  0.21
H: 1.490 -1.443 -3.089  0.21
H: -0.707 -1.264 -2.362  0.21
H: -0.346 0.344 -1.704  0.20

Properties
- Molar mass: 167.3 g/mol
- E_LUMO: 0.889 eV
- Spin multiplicity: 1
- SMILES: CC[C@H]1N[C@H]1C.CC1=CCCC1



Which of them is most stable, and which least? Most stable: #x; least stable: #w.



#w
Entry from the Open Molecules 2025 dataset: one molecule with the formula C3H8FN (the ωB97M-V functional and the def2-TZVPD basis).

Last column: natural (NBO) charge in e.
CARTESIAN COORDINATES (ANGSTROEM)
C: 1.794 -0.456 0.069  -0.43
N: 0.557 -0.125 -0.666  -0.60
C: -0.383 0.529 0.183  -0.27
C: -1.772 0.305 -0.240  0.03
F: -2.114 -0.985 0.091  -0.37
H: 2.461 -1.095 -0.548  0.21
H: 2.445 0.447 0.244  0.19
H: 1.664 -0.862 1.102  0.17
H: -0.020 -0.978 -0.704  0.35
H: -0.201 0.197 1.204  0.17
H: -0.091 1.606 0.370  0.19
H: -1.797 0.528 -1.357  0.17
H: -2.542 0.890 0.251  0.18

Properties
- Molar mass: 77.1 g/mol
- E_LUMO: 1.190 eV
- Spin multiplicity: 1
- SMILES: CNCCF



#x
Entry from the Open Molecules 2025 dataset: one molecule with the formula C3H8FN (the ωB97M-V functional and the def2-TZVPD basis).

Last column: natural (NBO) charge in e.
CARTESIAN COORDINATES (ANGSTROEM)
N: -1.814 -0.207 -0.314  -0.82
C: -0.751 0.320 0.344  -0.22
C: 0.393 -0.538 0.048  -0.46
C: 1.628 0.316 -0.288  0.06
F: 2.838 -0.233 0.052  -0.36
H: -2.168 -0.977 0.117  0.34
H: -2.637 0.374 -0.430  0.36
H: -0.478 1.131 -0.322  0.19
H: -0.872 0.613 1.484  0.16
H: 0.069 -1.347 -0.561  0.23
H: 0.663 -1.187 0.926  0.20
H: 1.479 1.313 0.310  0.16
H: 1.650 0.423 -1.368  0.17

Properties
- Molar mass: 77.1 g/mol
- E_LUMO: 1.124 eV
- Spin multiplicity: 1
- SMILES: NCCCF



Which of them is most stable, and which least? Most stable: #w; least stable: #x.